<i>
The following is a DFT calculation (ωB97M-V/def2-TZVPD) of a cluster of 2 separate species, C2H7NO in total.

Each line ends with the Mulliken charge.
CARTESIAN COORDINATES (ANGSTROEM)
1 O 2.0345 3.0274 2.1059  -0.640
2 H 1.4364 2.5209 1.5459  0.318
3 C -0.6596 -0.8808 -0.7805  -0.024
4 C -1.0718 -1.4841 0.3379  -0.728
5 N -0.6293 -1.3337 -2.0935  -0.466
6 H -0.2324 0.1011 -0.6872  0.299
7 H -1.7661 -2.3209 0.3856  0.244
8 H -0.5556 -1.2872 1.2648  0.205
9 H -1.0153 -2.2656 -2.1939  0.239
10 H 1.6656 2.8644 2.9904  0.322
11 H -1.0710 -0.8036 -2.8436  0.232

highest occupied orbital energy	-8.6	eV
structure (SMILES)	C=CN.O



<ii>
The following is a DFT calculation (ωB97M-V/def2-TZVPD) of a cluster of 2 separate species, C2H7NO in total.

Each line ends with the Mulliken charge.
CARTESIAN COORDINATES (ANGSTROEM)
1 N -2.1853 0.2069 0.2487  -0.744
2 H -2.1532 0.2635 1.2561  0.225
3 H -2.5622 -0.7005 -0.0293  0.294
4 H -2.7450 0.8960 -0.1993  0.195
5 C 2.4062 0.0172 -0.0463  -0.745
6 C 1.0836 0.0582 -0.1838  0.076
7 O 0.3261 -0.8165 -0.8691  -0.540
8 H 2.8902 0.6178 0.7098  0.234
9 H 3.0611 -0.5786 -0.6699  0.262
10 H 0.4942 0.7512 0.4167  0.273
11 H -0.6156 -0.7153 -0.6335  0.470

highest occupied orbital energy	-8.4	eV
structure (SMILES)	C=CO.N



<iii>
The following is a DFT calculation (ωB97M-V/def2-TZVPD) of a cluster of 2 separate species, C2H7NO in total.

Each line ends with the Mulliken charge.
CARTESIAN COORDINATES (ANGSTROEM)
1 C -2.0863 0.7904 -0.0457  -0.164
2 N -1.0969 0.4797 -0.7588  -0.082
3 H -2.1604 0.4641 0.9851  0.268
4 H -2.6311 1.6771 -0.3543  0.263
5 H -0.7844 1.0584 -1.5283  0.250
6 H -0.4498 -0.3414 -0.4059  0.262
7 C 1.8676 -0.8339 0.3791  -0.541
8 O 0.6946 -1.2363 -0.2036  -0.842
9 H 1.8297 0.2099 0.7933  0.178
10 H 2.0221 -1.3686 1.3446  0.200
11 H 2.7948 -0.8994 -0.2056  0.209

highest occupied orbital energy	-7.1	eV



<iv>
The following is a DFT calculation (ωB97M-V/def2-TZVPD) of a cluster of 2 separate species, C2H7NO in total.

Each line ends with the Mulliken charge.
CARTESIAN COORDINATES (ANGSTROEM)
1 C -0.2239 0.9531 0.8536  -0.707
2 C -1.0147 0.2130 -1.3627  -0.398
3 N -0.3047 0.1294 -0.3415  -0.261
4 H -0.0862 2.0390 0.6084  0.291
5 H 0.5984 0.6454 1.4954  0.242
6 H -1.1423 0.9410 1.4221  0.315
7 H -0.7292 -0.4927 -2.1648  0.234
8 H -1.7171 0.9507 -1.7009  0.275
9 H 1.4657 -2.5333 0.1586  0.311
10 H 1.2383 -1.1342 0.6855  0.316
11 O 1.9158 -1.7113 0.3462  -0.618

highest occupied orbital energy	-9.3	eV
structure (SMILES)	C=NC.O



Last place for stability: <iii>



<i>
The following is a DFT calculation (ωB97M-V/def2-TZVPD) of a structure of composition C2H8N4O2.

Each line ends with the Mulliken charge.
CARTESIAN COORDINATES (ANGSTROEM)
1 C -0.0601 0.6555 1.9137  -1.016
2 C 0.6218 -0.1893 0.8037  -0.548
3 N 0.7209 -0.4401 -2.6273  -0.846
4 N 0.6954 -1.0201 -1.5640  1.015
5 N -0.9631 0.6627 -0.8472  -0.665
6 N -0.3910 -0.4593 -0.2013  0.748
7 O 1.0582 -2.1597 -1.3365  -0.591
8 O -1.2550 -1.3040 0.0820  -0.675
9 H -1.0796 0.6950 1.6391  0.405
10 H 0.0763 0.0439 2.8641  0.297
11 H 0.5628 1.5441 1.8819  0.301
12 H 1.4038 0.4173 0.2501  0.313
13 H 1.0413 -1.0920 1.1001  0.447
14 H 0.2758 0.5892 -2.6111  0.345
15 H -0.7470 1.5503 -0.3732  0.218
16 H -1.9604 0.5065 -0.9740  0.251

highest occupied orbital energy	-8.8	eV



<ii>
The following is a DFT calculation (ωB97M-V/def2-TZVPD) of a structure of composition C2H8N4O2.

Each line ends with the Mulliken charge.
CARTESIAN COORDINATES (ANGSTROEM)
1 C 0.5214 1.6102 -1.2962  -0.548
2 C -0.6041 -0.5873 0.7342  0.614
3 H 0.1168 2.1031 -2.2430  0.302
4 H 1.6782 2.2758 -0.8215  0.246
5 H 1.0055 0.6272 -1.7190  0.042
6 H 0.4928 1.0969 1.6459  0.351
7 H -1.9109 -1.9486 -0.7216  0.351
8 H 1.4920 -1.6280 -0.6533  0.316
9 H 0.7154 -0.8538 -2.0705  0.361
10 H -0.7039 -0.3934 3.9266  0.315
11 N 0.2813 0.4732 0.6211  -0.349
12 N -0.6880 -1.3077 -0.4539  -0.190
13 N 0.5297 -1.5961 -1.2172  -0.581
14 N -1.4009 -1.0492 1.7242  -0.455
15 O -0.6435 1.2594 -0.2675  -0.250
16 O -0.8818 -0.0819 2.8117  -0.524

highest occupied orbital energy	-8.1	eV



<iii>
The following is a DFT calculation (ωB97M-V/def2-TZVPD) of a structure of composition C2H8N4O2.

Each line ends with the Mulliken charge.
CARTESIAN COORDINATES (ANGSTROEM)
1 C -1.4136 -0.1551 -2.0760  -0.661
2 C 0.2305 0.3266 0.5296  0.514
3 H -2.5226 0.2415 -2.0527  0.234
4 H -1.0840 -1.1973 -2.8610  0.237
5 H -0.8469 0.6431 -2.5190  0.246
6 H -1.0872 -1.8495 -0.8174  0.258
7 H -0.2378 1.7691 1.7146  0.354
8 H -0.0865 -0.0227 3.1503  0.386
9 H 0.9848 -0.4309 -1.0883  0.373
10 H 2.3987 0.1179 1.7509  0.437
11 N -0.8083 -0.7692 -0.9118  -0.185
12 N -1.0041 0.1526 0.2347  -0.649
13 N 0.5517 1.0705 1.5889  -0.354
14 N 1.2726 -0.3728 0.0167  -0.202
15 O 0.9698 0.4180 2.7410  -0.492
16 O 2.6828 0.0583 0.5994  -0.497

highest occupied orbital energy	-8.8	eV



Last place for stability: <ii>